The following is a DFT calculation (the ωB97M-V functional and the def2-TZVPD basis) of C30H60MgNO24 as an isolated structure in a non-equilibrium geometry.

XYZ file:
```
116
C30H60MgNO24 (the ωB97M-V functional and the def2-TZVPD basis)
Mg -1.235 -2.909 1.074
N -0.554 0.151 0.289
O -1.092 -0.983 0.546
O 0.609 0.356 0.666
O -1.240 1.005 -0.286
C -0.265 1.252 -4.172
C 0.494 0.593 -5.328
C -0.384 -0.580 -5.753
O -1.137 -0.942 -4.594
C -1.226 0.159 -3.695
H -0.802 2.130 -4.525
H 0.369 1.662 -3.390
H 1.537 0.372 -5.110
H 0.510 1.255 -6.198
H 0.125 -1.451 -6.178
H -1.082 -0.354 -6.569
H -0.916 -0.193 -2.709
H -2.240 0.563 -3.702
C 0.950 1.951 5.685
C 1.685 2.177 4.373
C 0.623 2.259 3.268
O -0.621 2.091 3.965
C -0.425 1.468 5.220
H 0.797 2.828 6.317
H 1.462 1.227 6.320
H 2.379 1.343 4.286
H 2.274 3.091 4.448
H 0.710 1.426 2.566
H 0.682 3.180 2.693
H -0.346 0.374 5.109
H -1.219 1.616 5.948
C -1.293 5.386 -1.340
C -1.228 6.245 -2.570
C -0.194 5.481 -3.389
O -0.475 4.094 -3.121
C -1.220 3.940 -1.924
H -2.205 5.446 -0.743
H -0.447 5.611 -0.686
H -0.893 7.260 -2.369
H -2.140 6.202 -3.172
H 0.793 5.639 -2.940
H -0.179 5.742 -4.444
H -0.799 3.277 -1.172
H -2.279 3.705 -2.069
C -4.662 -4.872 1.333
O -5.162 -3.566 1.082
C -4.359 -2.629 0.658
O -3.149 -2.732 0.522
O -5.051 -1.568 0.325
C -4.345 -0.511 -0.344
H -5.469 -5.601 1.272
H -4.309 -4.898 2.364
H -3.949 -5.193 0.575
H -3.882 -0.867 -1.257
H -3.666 -0.029 0.358
H -5.049 0.295 -0.547
C 5.675 -2.359 0.411
O 4.874 -1.215 0.191
C 3.926 -1.276 -0.728
O 3.597 -2.296 -1.299
O 3.420 -0.085 -0.922
C 2.351 0.028 -1.836
H 5.049 -3.208 0.674
H 6.387 -2.111 1.196
H 6.339 -2.628 -0.414
H 1.974 1.037 -1.761
H 1.535 -0.681 -1.734
H 2.738 -0.154 -2.844
C 1.914 3.197 -0.394
O 2.779 4.052 -1.108
C 2.743 5.351 -0.847
O 1.999 5.888 -0.070
O 3.687 5.925 -1.577
C 3.840 7.319 -1.513
H 2.464 2.357 0.034
H 1.155 2.757 -1.036
H 1.454 3.667 0.474
H 4.822 7.642 -1.856
H 3.730 7.689 -0.493
H 3.148 7.858 -2.164
C 2.212 -4.561 0.352
O 2.583 -3.881 1.553
C 1.706 -3.090 2.086
O 0.561 -2.958 1.686
O 2.227 -2.497 3.124
C 1.528 -1.359 3.650
H 3.071 -5.090 -0.045
H 1.773 -3.967 -0.444
H 1.485 -5.324 0.645
H 1.166 -0.665 2.891
H 2.281 -0.857 4.250
H 0.683 -1.689 4.255
C -3.075 0.213 3.290
O -2.840 -0.772 4.284
C -2.270 -1.918 4.042
O -1.930 -2.370 2.973
O -1.962 -2.440 5.229
C -1.427 -3.762 5.288
H -2.134 0.519 2.830
H -3.388 1.142 3.768
H -3.909 0.004 2.621
H -2.039 -4.479 4.742
H -1.492 -4.029 6.339
H -0.387 -3.772 4.966
C -2.131 -6.168 -2.579
O -1.960 -5.130 -1.595
C -1.056 -4.180 -1.780
O -0.786 -3.431 -0.865
O -0.549 -4.168 -2.977
C 0.350 -3.126 -3.326
H -1.233 -6.336 -3.162
H -3.011 -5.930 -3.174
H -2.375 -7.069 -2.017
H 0.360 -2.982 -4.399
H 1.392 -3.388 -3.101
H 0.157 -2.226 -2.755
```

## Properties
DFT total energy, eV: -88151.066
Total charge: +1
2S+1: 1